A.
Here is a single C5H14N2O molecule from OMol25. Energies are from wB97M-V/def2-TZVPD.

The geometry in XYZ format:
```
22
Properties=species:S:1:pos:R:3
C -0.121 0.547 -3.334
C 0.689 0.815 -2.065
N 0.318 -0.082 -0.979
C 0.629 0.443 0.349
C 0.239 -0.590 1.407
N 0.898 -0.247 2.672
C -1.320 -0.655 1.503
O -1.832 -0.340 2.790
H 0.467 0.686 -4.239
H -0.413 -0.499 -3.376
H -1.046 1.112 -3.433
H 0.511 1.828 -1.730
H 1.751 0.805 -2.322
H 0.809 -0.960 -1.101
H -0.019 1.309 0.456
H 1.656 0.773 0.512
H 0.614 -1.560 1.094
H 1.022 -1.061 3.257
H 0.306 0.375 3.212
H -1.738 0.062 0.803
H -1.684 -1.631 1.174
H -1.737 -1.132 3.350
```

The calculation puts the HOMO energy at -8.9 eV. As for the net charge: 0. Its SMILES is CCNC[C@@H](N)CO.

Mulliken atomic charge list, values in e, 5 entries: C -1.11; C -0.42; N -0.22; C -1.24; C 0.51

=====

B.
Here is a single C5H14N2O molecule from OMol25. Energies are from wB97M-V/def2-TZVPD.

The geometry in XYZ format:
```
22
Properties=species:S:1:pos:R:3
C -2.729 -2.044 0.157
C -1.660 -1.221 0.884
N -1.130 -0.149 0.062
C 0.234 -0.218 -0.409
C 0.920 1.139 -0.423
N 0.397 2.043 0.591
C 2.434 1.012 -0.329
O 2.925 0.145 -1.354
H -2.369 -2.977 -0.283
H -3.592 -2.353 0.745
H -3.117 -1.426 -0.646
H -0.833 -1.897 1.110
H -2.053 -0.800 1.818
H -1.430 0.771 0.331
H 0.235 -0.623 -1.419
H 0.796 -0.958 0.174
H 0.701 1.629 -1.365
H 0.740 2.994 0.560
H 0.414 1.705 1.551
H 2.867 2.004 -0.478
H 2.717 0.601 0.643
H 3.532 0.622 -1.919
```

The calculation puts the HOMO energy at -8.0 eV. As for the net charge: 0. Its SMILES is CCNC[C@@H](N)CO.

Mulliken atomic charge list, values in e, 5 entries: C -1.18; C -0.34; N -0.19; C -0.93; C 0.61

=====

C.
Here is 2 unconnected molecules or ions with the total composition C5H14N2O from OMol25. Energies are from wB97M-V/def2-TZVPD.

The geometry in XYZ format:
```
22
Properties=species:S:1:pos:R:3
C 0.908 -1.262 1.869
C 1.369 -0.581 0.834
N 2.531 -0.876 0.137
C 0.650 0.673 0.388
C 0.113 0.654 -1.038
C -0.597 -0.705 -1.352
N -0.692 1.836 -1.221
H 1.409 -2.141 2.247
H 0.012 -1.042 2.430
H 2.794 -1.849 0.101
H 2.674 -0.382 -0.729
H 1.300 1.532 0.539
H -0.179 0.803 1.076
H 0.964 0.666 -1.731
H -1.187 -1.158 -0.554
H -1.217 -0.538 -2.233
H 0.159 -1.417 -1.662
H -1.449 1.913 -0.559
H -0.990 2.008 -2.178
O -3.221 0.415 0.737
H -3.923 -0.203 0.500
H -2.506 0.189 0.128
```

The calculation puts the HOMO energy at -8.2 eV. As for the net charge: 0. Its SMILES is C=C(N)C[C@@H](C)N.O.

Mulliken atomic charge list, values in e, 5 entries: C -1.17; C 0.74; N -0.50; C -0.96; C 0.27

=====

In terms of stability, C leads; the second structure lies 6.5 kcal/mol higher.

=====

A.
Here is 3 unconnected molecules or ions with the total composition C5H14N2O from OMol25. Energies are from wB97M-V/def2-TZVPD.

The geometry in XYZ format:
```
22
Properties=species:S:1:pos:R:3
C -0.118 0.470 -0.547
C 0.451 -0.665 1.534
C -0.295 -0.940 -0.582
C 1.503 0.278 2.050
C -1.127 -0.814 -2.533
N 0.912 1.059 -1.216
N -1.062 1.266 0.005
O -0.837 -0.462 2.137
H -0.784 -0.205 3.069
H 0.748 -1.711 1.663
H 1.399 0.486 -1.886
H 0.822 2.024 -1.490
H -1.639 0.813 0.712
H -0.877 2.255 0.069
H -1.170 -1.374 -0.134
H 0.526 -1.562 -0.888
H 2.466 0.068 1.578
H 1.248 1.321 1.833
H 1.647 0.210 3.143
H -1.593 -1.794 -2.618
H -1.877 -0.027 -2.614
H -0.341 -0.697 -3.282
```

The calculation puts the HOMO energy (alpha / beta) at -5.5 / -5.5 eV. As for the net charge: 0.

Mulliken atomic charge list, values in e, 5 entries: C 0.09; C -0.02; C -0.81; C -1.24; C -1.10

=====

B.
Here is a molecular structure, C5H14N2O from OMol25. Energies are from wB97M-V/def2-TZVPD.

The geometry in XYZ format:
```
22
Properties=species:S:1:pos:R:3
C 0.094 0.570 -1.106
C 0.741 -0.760 1.594
C -0.032 -0.797 -1.764
C 1.512 1.115 -1.148
C 0.095 0.530 1.273
N 0.307 1.661 1.719
H -0.584 1.293 -1.571
H -0.272 2.427 1.393
H 0.034 -1.572 1.415
H 1.638 -0.902 0.994
H 1.024 -0.753 2.647
H -1.062 -1.154 -1.747
H 0.577 -1.538 -1.245
H 0.309 -0.757 -2.802
H 1.599 2.074 -0.639
H 1.824 1.267 -2.186
H 2.226 0.419 -0.702
N -2.129 -1.166 1.039
O -1.730 0.197 0.933
H -0.727 0.429 -0.121
H -2.776 -1.207 1.826
H -2.668 -1.379 0.200
```

The calculation puts the HOMO energy at -8.4 eV. As for the net charge: 0.

Mulliken atomic charge list, values in e, 5 entries: C 0.35; C -1.17; C -1.21; C -1.33; C 0.89

=====

C.
Here is 2 unconnected molecules or ions with the total composition C5H14N2O from OMol25. Energies are from wB97M-V/def2-TZVPD.

The geometry in XYZ format:
```
22
Properties=species:S:1:pos:R:3
C -1.056 1.747 0.368
C 0.244 1.354 0.355
C 1.192 1.868 -0.694
C 0.875 0.762 1.587
H -1.483 2.299 -0.463
H -1.695 1.529 1.219
H 0.707 1.884 -1.677
H 2.078 1.229 -0.765
H 1.528 2.880 -0.456
H 0.144 0.199 2.177
H 1.683 0.077 1.312
H 1.309 1.539 2.221
N 0.818 -1.736 -0.682
N -0.494 -1.403 -1.202
C -1.659 -1.676 -0.284
O -1.290 -2.592 0.721
H 1.039 -2.735 -0.761
H 1.548 -1.284 -1.243
H -0.658 -0.562 -1.758
H -2.507 -2.061 -0.856
H -2.007 -0.765 0.204
H -0.316 -2.555 0.677
```

The calculation puts the HOMO energy at -7.9 eV. As for the net charge: 0. Its SMILES is C=C(C)C.NNCO.

Mulliken atomic charge list, values in e, 5 entries: C -1.21; C 1.23; C -1.40; C -1.34; H 0.29

=====

D.
Here is 2 unconnected molecules or ions with the total composition C5H14N2O from OMol25. Energies are from wB97M-V/def2-TZVPD.

The geometry in XYZ format:
```
22
Properties=species:S:1:pos:R:3
C 0.882 1.283 2.735
C 0.788 0.152 1.673
N 1.955 0.422 0.818
C -0.585 0.326 0.926
C -0.678 -0.459 -0.353
C -1.479 0.035 -1.294
N -1.883 -0.692 -2.401
H 0.144 1.110 3.605
H 0.640 2.211 2.221
H 1.965 1.202 3.076
H 0.902 -0.727 2.216
H 1.947 1.296 0.231
H 2.252 -0.354 0.262
H -1.411 0.027 1.415
H -0.627 1.435 0.789
H -0.077 -1.288 -0.357
H -1.914 1.059 -1.241
H -1.475 -1.700 -2.417
H -2.882 -0.664 -2.596
O 0.807 -1.362 -2.946
H -0.006 -0.924 -3.317
H 0.735 -2.390 -3.045
```

The calculation puts the HOMO energy at -8.0 eV. As for the net charge: 0. Its SMILES is C[C@H](N)C/C=C/N.O.

Mulliken atomic charge list, values in e, 5 entries: C -1.33; C 0.02; N -0.58; C -0.84; C -0.21

=====

In terms of stability, D leads; the second structure lies 18.2 kcal/mol higher.

=====

A.
Here is a molecular structure, C5H14N2O from OMol25. Energies are from wB97M-V/def2-TZVPD.

The geometry in XYZ format:
```
22
Properties=species:S:1:pos:R:3
C -0.927 0.164 -0.703
C 0.831 0.989 -0.367
C -1.011 0.319 -2.221
C -1.847 1.138 0.031
N 1.194 1.185 0.927
H -1.388 -0.815 -0.505
H 1.443 0.317 1.434
H 0.642 1.847 1.454
H 0.620 1.899 -0.919
H 1.485 0.302 -0.897
H -0.786 1.339 -2.545
H -1.750 1.018 1.112
H -1.635 2.180 -0.226
H -0.316 -0.358 -2.720
H -2.016 0.090 -2.581
H -2.894 0.957 -0.222
C 1.961 -2.528 2.116
O 0.545 -1.817 0.526
N 1.511 -1.549 1.443
H 0.032 -0.823 0.008
H 2.721 -2.313 2.854
H 1.584 -3.541 1.999
```

The calculation puts the HOMO energy at -8.4 eV. As for the net charge: 0.

Mulliken atomic charge list, values in e, 5 entries: C 0.80; C -1.11; C -1.41; C -1.50; N -0.42

=====

B.
Here is a single C5H14N2O molecule from OMol25. Energies are from wB97M-V/def2-TZVPD.

The geometry in XYZ format:
```
22
Properties=species:S:1:pos:R:3
C 1.902 2.241 0.919
N 0.859 1.685 0.059
C 0.928 0.248 -0.014
C -0.215 -0.467 -0.790
N 0.310 -1.340 -1.826
C -1.043 -1.259 0.243
C -1.970 -0.397 1.041
O -1.804 -2.225 -0.502
H 2.858 2.486 0.448
H 1.446 3.117 1.366
H 2.260 1.566 1.733
H 0.961 2.109 -0.888
H 0.971 -0.239 0.968
H 1.913 -0.138 -0.420
H -0.805 0.337 -1.222
H 0.061 -2.310 -1.789
H 0.137 -1.020 -2.774
H -0.305 -1.905 0.800
H -2.759 0.168 0.549
H -2.461 -0.988 1.895
H -1.334 0.299 1.625
H -1.909 -1.968 -1.421
```

The calculation puts the HOMO energy at -8.8 eV. As for the net charge: 0. Its SMILES is CNC[C@@H](N)[C@@H](C)O.

Mulliken atomic charge list, values in e, 5 entries: C -0.85; N -0.30; C -1.02; C 0.25; N -0.70

=====

C.
Here is 3 unconnected molecules or ions with the total composition C5H14N2O from OMol25. Energies are from wB97M-V/def2-TZVPD.

The geometry in XYZ format:
```
22
Properties=species:S:1:pos:R:3
C -1.168 -0.127 0.419
C 1.327 -0.333 -0.295
C 0.814 0.275 0.851
C -1.590 0.253 -0.982
C 1.552 0.407 -1.574
N -1.817 0.667 1.387
N -1.358 -1.485 0.796
O 3.005 0.137 0.762
H 3.182 -0.608 1.354
H 1.320 -1.418 -0.344
H -1.517 0.455 2.331
H -1.740 1.661 1.211
H -2.327 -1.656 1.061
H -1.082 -2.132 0.070
H 0.805 -0.279 1.782
H 0.830 1.357 0.913
H -2.684 0.205 -1.072
H -1.183 -0.438 -1.720
H -1.282 1.270 -1.235
H 1.339 1.473 -1.468
H 0.970 0.000 -2.405
H 2.607 0.317 -1.843
```

The calculation puts the HOMO energy (alpha / beta) at -7.1 / -7.1 eV. As for the net charge: 0.

Mulliken atomic charge list, values in e, 5 entries: C 0.84; C 0.40; C -0.56; C -1.63; C -1.34

=====

D.
Here is 4 unconnected molecules or ions with the total composition C5H14N2O from OMol25. Energies are from wB97M-V/def2-TZVPD.

The geometry in XYZ format:
```
22
Properties=species:S:1:pos:R:3
C -0.638 -1.118 -0.705
O -0.134 0.690 -2.729
C 0.598 -0.498 0.054
C -0.711 0.155 0.201
C -1.466 0.032 1.485
C -0.014 -0.570 3.233
N -0.806 -1.065 2.118
N 1.647 0.215 -0.782
H -0.658 -2.165 -0.364
H -0.559 -1.064 -1.850
H -0.511 1.449 -3.183
H 0.993 -1.028 0.880
H 1.752 2.359 -4.567
H -0.891 1.025 -0.479
H -1.255 0.914 2.089
H -2.589 -0.255 1.377
H 0.642 -1.280 3.740
H -0.746 -0.202 4.075
H 0.739 0.126 3.005
H 1.003 2.271 -4.943
H 1.138 0.454 -1.623
H 2.468 -0.444 -1.034
```

The calculation puts the HOMO energy at -7.8 eV. As for the net charge: 0.

Mulliken atomic charge list, values in e, 5 entries: C -0.69; O -0.77; C -0.28; C 0.06; C -0.61

=====

In terms of stability, B leads; the second structure lies 58.6 kcal/mol higher.

=====

A.
Here is 2 unconnected molecules or ions with the total composition C3H9NO3 from OMol25. Energies are from wB97M-V/def2-TZVPD.

The geometry in XYZ format:
```
16
Properties=species:S:1:pos:R:3
N -0.732 -0.054 -1.354
C 0.523 -0.621 -0.879
C 0.400 -2.135 -0.842
O 1.218 -2.846 -0.323
C 0.972 -0.128 0.497
O 1.087 1.293 0.507
H -0.672 0.958 -1.358
H -1.482 -0.331 -0.731
H 1.315 -0.379 -1.588
H -0.493 -2.543 -1.345
H 0.227 -0.422 1.239
H 1.917 -0.614 0.723
H 2.010 1.494 0.719
O -2.133 1.767 1.370
H -1.517 2.495 1.233
H -2.642 2.066 2.131
```

The calculation puts the HOMO energy at -9.4 eV. As for the net charge: 0. Its SMILES is N[C@H](C=O)CO.O.

Mulliken atomic charge list, values in e, 5 entries: N -0.70; C 0.12; C -0.06; O -0.48; C -0.57

=====

B.
Here is 2 unconnected molecules or ions with the total composition C3H9NO3 from OMol25. Energies are from wB97M-V/def2-TZVPD.

The geometry in XYZ format:
```
16
Properties=species:S:1:pos:R:3
C 2.332 -0.318 -0.219
O 1.344 -0.299 0.824
C 0.337 -1.158 0.713
O 0.204 -1.995 -0.187
H 3.230 0.127 0.203
H 2.509 -1.345 -0.539
H 1.980 0.274 -1.065
H -0.287 -1.096 1.615
N -2.069 0.631 0.624
C -1.307 0.562 -0.603
O -0.365 1.593 -0.650
H -2.596 1.496 0.682
H -2.713 -0.149 0.697
H -1.909 0.689 -1.520
H -0.842 -0.548 -0.742
H 0.152 1.540 0.168
```

The calculation puts the HOMO energy at -9.5 eV. As for the net charge: 0. Its SMILES is COC=O.NCO.

Mulliken atomic charge list, values in e, 5 entries: C -0.60; O -0.32; C 0.18; O -0.59; H 0.24

=====

In terms of stability, A leads; the second structure lies 10.0 kcal/mol higher.